(1)
# C4H7INO3

An isolated ion of composition C4H7INO3 and charge -1 (ωB97M-V/def2-TZVPD, OMol25).

The calculated total energy is -19995.476 eV. As for the spin multiplicity: 1. The value obtained for the relative energy (zero: lowest compared OMol25 entry of this formula, charge and spin) is 0.0 kcal/mol. The calculation puts the gap between HOMO and LUMO at 7.12 eV. The HOMO energy comes out at -0.16456 hartree. The total charge is -1.

Structure (XYZ):
```
16
C4H7INO3 | OMol25 | ωB97M-V/def2-TZVPD
C 1.98 0.36 0.63
C 1.32 -0.52 -0.45
O 0.18 0.05 -1.05
C -0.92 0.15 -0.18
N -1.98 0.80 -0.94
I -1.78 2.84 -0.98
C -1.48 -1.22 0.32
O -1.99 -1.13 1.46
O -1.38 -2.20 -0.44
H 3.00 0.61 0.34
H 2.03 -0.17 1.58
H 1.46 1.30 0.76
H 1.08 -1.50 -0.04
H 2.03 -0.67 -1.26
H -0.68 0.73 0.71
H -2.86 0.57 -0.48
```

(2)
# C4H7IO

A 2-piece molecular cluster, C4H7IO overall in a non-equilibrium geometry (ωB97M-V/def2-TZVPD, OMol25).

The calculated total energy is -14407.721 eV. As for the spin multiplicity: 1. The value obtained for the relative energy (zero: lowest compared OMol25 entry of this formula, charge and spin) is 34.8 kcal/mol. The calculation puts the gap between HOMO and LUMO at 9.91 eV. The HOMO energy comes out at -0.35553 hartree. The total charge is 0.

Structure (XYZ):
```
13
C4H7IO | OMol25 | ωB97M-V/def2-TZVPD
C -0.48 1.12 -0.51
C -0.46 -0.12 -0.14
C -1.61 -0.52 0.74
H 0.43 1.43 -1.02
H -1.44 1.73 -0.48
H 0.38 -0.81 -0.33
H -1.27 -0.96 1.70
H -2.19 -1.30 0.22
H -2.25 0.23 1.00
O 3.35 1.82 0.96
C 3.55 1.35 -0.10
I 3.74 -0.74 -0.48
H 3.70 2.04 -0.90
```

(3)
# C4H7IOS

A 2-piece molecular cluster, C4H7IOS overall in a non-equilibrium geometry (ωB97M-V/def2-TZVPD, OMol25).

The calculated total energy is -25242.734 eV. As for the spin multiplicity: 1. The value obtained for the relative energy (zero: lowest compared OMol25 entry of this formula, charge and spin) is 34.6 kcal/mol. The calculation puts the gap between HOMO and LUMO at 8.54 eV. The HOMO energy comes out at -0.30579 hartree. The total charge is 0.

Structure (XYZ):
```
14
C4H7IOS | OMol25 | ωB97M-V/def2-TZVPD
C 0.32 -1.93 -0.31
C -0.33 -0.84 0.06
O -1.64 -0.57 0.45
C -1.84 0.78 0.68
C -0.92 1.59 -0.25
S 0.62 0.62 -0.29
H -0.13 -2.87 -0.14
H 1.35 -1.78 -0.74
H -1.67 0.90 1.70
H -2.85 0.92 0.62
H -1.51 1.65 -1.15
H -0.59 2.62 -0.10
I 5.11 -0.02 0.16
H 4.08 -1.07 -0.70
```

(4)
# C4H7IrN3OSSe3Te

C4H7IrN3OSSe3Te as an isolated structure in a non-equilibrium geometry (ωB97M-V/def2-TZVPD, OMol25).

The calculated total energy is -227787.324 eV. As for the spin multiplicity: 1. The calculation puts the gap between HOMO and LUMO at 5.71 eV. The HOMO energy comes out at -0.12950 hartree. The total charge is -1.

Structure (XYZ):
```
21
C4H7IrN3OSSe3Te | OMol25 | ωB97M-V/def2-TZVPD
Ir 0.08 0.01 -0.05
Se 2.61 -0.11 0.03
Se 3.43 1.89 -0.91
Te 2.19 3.36 0.74
Se -0.03 2.56 -0.11
O -1.71 0.00 -0.08
C 1.40 -5.72 -2.03
C 1.82 -5.14 -0.68
C 0.88 -4.09 -0.19
N 1.00 -2.86 -0.48
N 0.02 -2.08 0.04
C -0.87 -2.74 0.74
N -1.92 -2.18 1.35
S -0.51 -4.44 0.80
H 2.11 -6.47 -2.37
H 1.34 -4.93 -2.78
H 0.42 -6.19 -1.97
H 2.81 -4.69 -0.76
H 1.89 -5.94 0.06
H -2.12 -1.23 0.97
H -2.71 -2.77 1.56
```

(5)
# C4H7N

An isolated ion of composition C4H7N and charge -1 in a non-equilibrium geometry (ωB97M-V/def2-TZVPD, OMol25).

The calculated total energy is -5748.593 eV. As for the spin multiplicity: 2. The value obtained for the relative energy (zero: lowest compared OMol25 entry of this formula, charge and spin) is 30.3 kcal/mol. The calculation puts the gap between HOMO and LUMO (spin up / spin down) at 4.34 / 7.18 eV. Its expectation value of S² is 0.7541. The HOMO energy (spin up / spin down) comes out at 0.00606 / -0.09976 hartree. The total charge is -1.

Structure (XYZ):
```
12
C4H7N | OMol25 | ωB97M-V/def2-TZVPD
C -0.27 -1.40 -0.33
C -0.38 0.08 0.13
C -1.25 0.44 1.10
C 1.55 1.23 -0.77
N 0.20 0.99 -0.77
H 0.82 -1.67 -0.46
H -0.46 -2.11 0.48
H -1.01 -1.84 -1.03
H -1.60 1.48 1.15
H -1.60 -0.23 1.89
H 1.87 1.85 -1.58
H 2.15 1.17 0.19
```

(6)
# C4H7N

One molecule with the formula C4H7N in a non-equilibrium geometry (ωB97M-V/def2-TZVPD, OMol25).

The calculated total energy is -5746.502 eV. As for the spin multiplicity: 1. The value obtained for the relative energy (zero: lowest compared OMol25 entry of this formula, charge and spin) is 113.3 kcal/mol. The calculation puts the gap between HOMO and LUMO (spin up / spin down) at 6.48 / 8.10 eV. The HOMO energy (spin up / spin down) comes out at -0.27232 / -0.29608 hartree. The total charge is 0.

Structure (XYZ):
```
12
C4H7N | OMol25 | ωB97M-V/def2-TZVPD
C 0.61 2.28 -0.48
C -0.01 1.11 -0.63
N 0.30 -0.09 -1.07
C -0.51 -0.87 -0.32
C -0.03 -1.72 0.81
H 1.62 2.40 -0.83
H 0.10 3.15 -0.10
H -0.93 0.76 0.19
H -1.41 -1.20 -0.84
H 0.28 -2.69 0.41
H -0.83 -1.86 1.54
H 0.82 -1.28 1.32
```

(7)
# C4H7N

One molecule with the formula C4H7N in a non-equilibrium geometry (ωB97M-V/def2-TZVPD, OMol25).

The calculated total energy is -5749.244 eV. As for the spin multiplicity: 1. The value obtained for the relative energy (zero: lowest compared OMol25 entry of this formula, charge and spin) is 50.1 kcal/mol. The calculation puts the gap between HOMO and LUMO at 10.22 eV. The HOMO energy comes out at -0.34152 hartree. The total charge is 0.

Structure (XYZ):
```
12
C4H7N | OMol25 | ωB97M-V/def2-TZVPD
C 2.48 0.17 0.00
C 1.08 -0.26 0.05
C -0.12 -0.43 0.02
C -1.59 -0.67 0.00
N -2.38 0.56 0.00
H 2.59 1.24 -0.58
H 2.78 0.34 1.08
H 3.18 -0.62 -0.57
H -1.85 -1.34 0.84
H -1.87 -1.26 -0.93
H -2.18 1.13 0.83
H -2.11 1.15 -0.75
```

(8)
# C4H7N

One molecule with the formula C4H7N in a non-equilibrium geometry (ωB97M-V/def2-TZVPD, OMol25).

The calculated total energy is -5748.899 eV. As for the spin multiplicity: 1. The value obtained for the relative energy (zero: lowest compared OMol25 entry of this formula, charge and spin) is 58.1 kcal/mol. The calculation puts the gap between HOMO and LUMO at 10.55 eV. The HOMO energy comes out at -0.35356 hartree. The total charge is 0.

Structure (XYZ):
```
12
C4H7N | OMol25 | ωB97M-V/def2-TZVPD
C -2.38 -0.51 -0.04
C -1.32 0.17 -0.07
C -0.05 0.93 0.25
C 1.29 0.38 -0.31
N 1.51 -0.98 0.09
H -3.10 -1.26 -0.19
H 0.05 0.89 1.30
H -0.12 1.97 -0.12
H 1.08 0.57 -1.37
H 2.12 1.09 0.01
H 2.36 -1.36 -0.33
H 1.82 -0.88 1.09
```

(9)
# C4H7N

One molecule with the formula C4H7N in a non-equilibrium geometry (ωB97M-V/def2-TZVPD, OMol25).

The calculated total energy is -5747.202 eV. As for the spin multiplicity: 1. The value obtained for the relative energy (zero: lowest compared OMol25 entry of this formula, charge and spin) is 97.2 kcal/mol. The calculation puts the gap between HOMO and LUMO at 10.40 eV. The HOMO energy comes out at -0.34666 hartree. The total charge is 0.

Structure (XYZ):
```
12
C4H7N | OMol25 | ωB97M-V/def2-TZVPD
C 0.25 2.19 0.86
C 0.36 0.96 0.73
C 0.27 -0.42 0.47
C 0.47 -0.36 -1.22
N -1.16 -0.84 0.43
H 0.21 3.29 0.69
H 0.83 -1.19 0.79
H -0.69 -0.16 -1.63
H 0.92 -1.39 -1.66
H 1.21 0.36 -1.67
H -1.24 -1.88 0.71
H -1.43 -0.55 1.49
```

(10)
# C4H7N

One molecule with the formula C4H7N in a non-equilibrium geometry (ωB97M-V/def2-TZVPD, OMol25).

The calculated total energy is -5747.487 eV. As for the spin multiplicity: 1. The value obtained for the relative energy (zero: lowest compared OMol25 entry of this formula, charge and spin) is 90.6 kcal/mol. The calculation puts the gap between HOMO and LUMO at 9.54 eV. The HOMO energy comes out at -0.31196 hartree. The total charge is 0.

Structure (XYZ):
```
12
C4H7N | OMol25 | ωB97M-V/def2-TZVPD
C -0.17 -0.96 1.11
C 0.73 -0.15 0.18
C 0.42 1.18 -0.05
N -0.74 1.48 -0.57
C -0.59 0.33 -1.33
H -0.86 -1.62 0.59
H -0.84 -0.22 1.55
H 0.41 -1.49 1.86
H 1.79 -0.41 0.13
H 1.18 1.97 0.08
H -0.05 0.40 -2.26
H -1.28 -0.51 -1.29
```